38
Properties=species:S:1:pos:R:3:mulliken_charge:R:1 method="wB97M-V/def2-TZVPD" lumo_ha="-0.06459 / -0.05107" e_homo_ha="-0.3054 / -0.3100" multiplicity=2 orbital_gap_ev="6.554 / 7.045" relative_energy_kj_mol=86.0 s_squared=0.7724 charge=0 max_force_ev_per_a=3.68
Ru -0.34 0.35 0.25 0.979
O 3.79 -0.42 -0.81 -0.671
C 2.64 -0.44 -0.43 0.407
O 1.87 0.55 -0.25 -0.567
C 2.01 -1.81 -0.09 0.252
C 2.72 -3.00 -0.24 -0.449
C 2.12 -4.18 0.16 -0.248
C 0.83 -4.13 0.69 -0.949
C 0.20 -2.91 0.79 -0.256
N 0.78 -1.78 0.41 0.205
H 3.72 -2.96 -0.66 0.482
H 2.64 -5.12 0.09 0.425
H 0.33 -5.02 1.02 0.429
H -0.80 -2.82 1.20 0.578
Br -1.16 0.11 2.52 -0.512
O -0.52 2.68 0.23 -0.846
N 0.40 3.56 0.10 0.555
C 1.25 3.82 1.10 -0.047
C 2.21 4.80 0.98 -0.693
C 2.32 5.53 -0.20 -0.151
C 1.42 5.26 -1.22 -0.675
C 0.47 4.27 -1.05 -0.089
H 1.15 3.21 1.99 0.400
H 2.88 4.99 1.81 0.387
H 3.09 6.27 -0.32 0.395
H 1.45 5.80 -2.14 0.390
H -0.25 4.00 -1.81 0.428
Se -1.68 0.21 -1.79 -0.220
C -2.76 -1.10 -0.88 0.121
C -2.45 -2.46 -0.99 -0.199
C -3.26 -3.37 -0.33 -0.364
N -4.29 -3.01 0.41 -0.596
C -4.59 -1.73 0.51 -0.274
C -3.87 -0.73 -0.13 -0.269
H -1.62 -2.79 -1.60 0.467
H -3.07 -4.43 -0.42 0.389
H -5.45 -1.50 1.13 0.373
H -4.16 0.30 -0.04 0.414


40
Properties=species:S:1:pos:R:3:mulliken_charge:R:1 method="wB97M-V/def2-TZVPD" lumo_ha=0.00472 e_homo_ha=-0.2742 orbital_gap_ev=7.589 relative_energy_kj_mol=32.8 charge=0 max_force_ev_per_a=1.21
Pt -0.13 -0.56 0.03 0.412
C -1.92 -2.76 0.74 -0.832
N -1.88 -1.53 -0.08 0.172
C -2.11 -1.88 -1.51 -0.837
C -2.91 -0.58 0.40 -0.998
C -2.71 0.76 -0.25 -0.602
N -1.30 1.12 -0.11 -0.228
C -0.97 2.43 -0.31 0.108
C 0.23 2.98 0.18 0.173
F 1.05 2.21 0.93 -0.455
C 0.59 4.30 0.03 0.176
F 1.76 4.70 0.55 -0.308
C -0.22 5.21 -0.62 -0.499
C -1.41 4.71 -1.10 -0.026
F -2.25 5.52 -1.76 -0.310
C -1.77 3.38 -0.97 0.883
F -2.94 3.03 -1.56 -0.322
H -2.90 -3.22 0.61 0.379
H -1.76 -2.49 1.78 0.332
H -1.13 -3.44 0.42 0.202
H -3.12 -2.29 -1.61 0.346
H -1.37 -2.62 -1.80 0.272
H -2.00 -1.00 -2.13 0.316
H -2.78 -0.49 1.48 0.328
H -3.90 -0.99 0.20 0.346
H -3.36 1.47 0.28 0.557
H -3.06 0.75 -1.29 0.350
H 0.06 6.25 -0.74 0.489
Cl 6.51 -3.33 -0.27 -0.222
C 4.80 -3.04 -0.16 0.425
C 4.33 -1.74 -0.09 -0.981
C 2.96 -1.56 -0.01 0.855
Cl 2.31 0.06 0.10 -0.157
C 2.03 -2.59 0.01 -0.317
O 0.75 -2.38 0.08 -0.547
C 2.56 -3.89 -0.07 0.652
Cl 1.47 -5.23 -0.06 -0.222
C 3.92 -4.11 -0.15 -0.793
H 5.01 -0.90 -0.10 0.443
H 4.30 -5.13 -0.21 0.439


46
Properties=species:S:1:pos:R:3:mulliken_charge:R:1 method="wB97M-V/def2-TZVPD" lumo_ha="0.01120 / 0.00645" e_homo_ha="-0.2741 / -0.2809" multiplicity=5 orbital_gap_ev="7.764 / 7.819" relative_energy_kj_mol=39.0 s_squared=6.0237 charge=0 max_force_ev_per_a=2.27
Cr -0.20 -0.18 -0.31 -0.202
Cl 2.07 2.98 6.13 -0.200
C 1.34 2.51 4.64 0.502
C 1.99 1.61 3.80 -0.034
Cl 3.53 0.97 4.23 -0.193
C 1.39 1.23 2.61 1.035
Cl 2.16 0.12 1.53 -0.180
C 0.14 1.73 2.18 -1.352
O -0.41 1.38 1.07 -0.059
C -0.48 2.64 3.06 0.357
Cl -2.01 3.27 2.58 -0.216
C 0.10 3.02 4.26 -0.150
Cl -0.71 4.13 5.29 -0.184
C -2.19 -3.59 1.26 -1.573
C -1.46 -2.58 0.45 0.586
N -0.91 -1.51 0.96 0.753
O -1.05 -1.40 2.34 -0.651
C -1.31 -2.68 -0.98 0.201
C -1.80 -3.82 -1.81 -1.615
N -0.69 -1.63 -1.49 0.726
O -0.46 -1.51 -2.73 -0.779
H -2.45 -3.19 2.23 0.441
H -1.56 -4.47 1.40 0.304
H -3.09 -3.91 0.73 0.365
H -0.67 -0.54 2.54 0.343
H -1.55 -4.78 -1.34 0.370
H -1.33 -3.77 -2.79 0.391
H -2.88 -3.78 -1.94 0.292
N 3.35 -1.62 -1.08 -0.371
C 2.90 -0.64 -1.90 0.346
N 1.82 0.05 -1.73 0.492
C 1.57 0.88 -2.80 -0.017
C 2.51 0.87 -3.77 -0.371
S 3.76 -0.25 -3.37 -0.247
C 0.32 1.63 -2.79 -0.646
C -0.16 2.49 -3.71 -0.272
S -1.68 3.12 -3.20 -0.223
C -1.57 2.18 -1.74 0.381
N -0.50 1.44 -1.69 0.435
N -2.50 2.21 -0.76 -0.405
H 2.89 -1.76 -0.19 0.169
H 4.27 -1.99 -1.20 0.208
H 2.55 1.42 -4.69 0.413
H 0.28 2.80 -4.64 0.420
H -3.19 2.95 -0.79 0.256
H -2.14 1.99 0.16 0.156


36
Properties=species:S:1:pos:R:3:mulliken_charge:R:1 method="wB97M-V/def2-TZVPD" lumo_ha=0.00682 e_homo_ha=-0.3248 orbital_gap_ev=9.023 charge=0 max_force_ev_per_a=1.03
O 3.02 3.23 -1.21 -0.590
C 2.74 2.07 -1.03 0.465
N 1.67 1.43 -1.60 0.588
N 0.75 2.11 -2.31 -1.019
C -0.41 1.62 -2.50 -0.426
C -0.96 0.36 -1.99 0.350
C -0.30 -0.86 -2.12 -0.563
C -0.86 -1.99 -1.55 0.446
C -2.06 -1.95 -0.86 -0.535
C -2.72 -0.74 -0.75 -0.384
C -2.18 0.40 -1.31 -0.732
H -2.70 1.34 -1.22 0.459
H -3.66 -0.69 -0.23 0.493
H -2.46 -2.86 -0.43 0.518
F -0.22 -3.17 -1.69 -0.381
H 0.61 -0.96 -2.69 0.673
H -1.08 2.27 -3.05 0.464
H 1.47 0.47 -1.32 0.175
C 3.52 1.15 -0.10 -0.658
H 4.02 1.76 0.65 0.365
H 4.29 0.63 -0.68 0.334
C 2.63 0.10 0.56 0.301
O 2.79 -1.09 0.41 -0.598
N 1.60 0.67 1.26 -0.064
C 0.44 0.04 1.72 0.468
C -0.64 0.86 2.07 -0.311
C -1.83 0.30 2.48 -0.833
C -1.96 -1.08 2.55 0.254
C -0.89 -1.90 2.22 -0.813
C 0.31 -1.34 1.81 -0.238
H 1.14 -1.97 1.54 0.523
H -0.99 -2.97 2.28 0.458
Cl -3.46 -1.78 3.03 -0.216
H -2.67 0.93 2.74 0.439
H -0.54 1.93 2.01 0.366
H 1.59 1.68 1.32 0.221


36
Properties=species:S:1:pos:R:3:mulliken_charge:R:1 method="wB97M-V/def2-TZVPD" lumo_ha=0.00164 e_homo_ha=-0.3180 orbital_gap_ev=8.697 relative_energy_kj_mol=0.0 charge=0 smiles="COC(=O)c1cccc(NC(=O)NC(=O)c2ccccc2Cl)c1" max_force_ev_per_a=0.59
C -5.58 -2.90 0.53 -0.717
H -6.59 -2.53 0.32 0.334
H -5.34 -3.74 -0.13 0.241
H -5.51 -3.22 1.57 0.248
O -4.63 -1.88 0.30 -0.252
C -5.09 -0.66 -0.02 0.642
O -6.26 -0.39 -0.12 -0.640
C -3.99 0.32 -0.23 0.017
C -2.66 -0.05 -0.09 -0.315
C -1.67 0.90 -0.30 0.422
C -2.02 2.21 -0.66 -0.803
C -3.35 2.56 -0.80 -0.595
C -4.34 1.62 -0.59 -0.694
H -5.38 1.87 -0.69 0.477
H -3.61 3.57 -1.07 0.390
H -1.24 2.94 -0.82 0.424
N -0.31 0.62 -0.18 0.014
C 0.27 -0.55 0.15 0.358
O -0.26 -1.60 0.40 -0.680
N 1.69 -0.49 0.19 -0.178
C 2.53 0.55 -0.07 0.812
O 2.14 1.68 -0.34 -0.775
C 3.98 0.26 0.07 0.208
C 4.62 -0.89 -0.40 0.410
C 5.99 -1.06 -0.23 -0.602
C 6.73 -0.08 0.41 -0.372
C 6.12 1.07 0.86 -0.638
C 4.76 1.24 0.68 -0.498
H 4.26 2.14 1.02 0.403
H 6.69 1.84 1.35 0.391
H 7.79 -0.22 0.54 0.381
H 6.46 -1.95 -0.61 0.426
Cl 3.76 -2.12 -1.27 -0.195
H 2.10 -1.39 0.40 0.305
H 0.34 1.40 -0.35 0.207
H -2.40 -1.05 0.18 0.845


41
Properties=species:S:1:pos:R:3:mulliken_charge:R:1 method="wB97M-V/def2-TZVPD" lumo_ha="0.15516 / 0.15517" e_homo_ha="-0.0098 / -0.0081" multiplicity=2 orbital_gap_ev="4.488 / 4.444" s_squared=0.7863 charge=-2 max_force_ev_per_a=0.82
Cr 1.44 -1.56 0.02 0.336
O -0.97 1.26 1.96 -0.801
C -0.74 0.13 1.48 0.549
O 0.42 -0.31 1.24 -0.375
C -1.94 -0.74 1.12 0.217
C -3.18 -0.27 1.58 -0.533
C -4.36 -0.93 1.35 -0.563
C -4.32 -2.12 0.63 -0.443
C -3.12 -2.60 0.16 -0.929
C -1.89 -1.93 0.39 0.787
S -0.51 -2.76 -0.34 -0.350
H -3.15 0.66 2.14 0.402
H -5.30 -0.54 1.73 0.349
H -5.23 -2.68 0.43 0.329
H -3.09 -3.52 -0.40 0.406
S 4.00 -5.99 0.49 -0.858
Sb 4.07 -3.66 0.35 0.199
S 2.59 -2.95 -1.50 -0.498
S 2.33 -2.66 1.77 -0.481
C 3.36 2.32 2.27 -0.959
N 2.38 2.41 1.21 0.170
C 1.34 3.33 1.16 -0.583
C 0.53 2.97 0.16 -0.429
N 1.07 1.83 -0.41 0.540
C 2.22 1.47 0.25 0.237
S 3.27 0.19 -0.06 -0.488
C 0.47 1.11 -1.48 0.461
C -0.42 1.77 -2.32 -0.967
C -0.94 1.05 -3.39 -0.457
C -0.54 -0.26 -3.60 -0.954
C 0.34 -0.84 -2.69 -0.029
N 0.80 -0.16 -1.63 0.690
H 3.61 3.33 2.60 0.339
H 4.24 1.82 1.89 0.333
H 2.95 1.74 3.09 0.332
H 1.24 4.11 1.90 0.404
H -0.42 3.36 -0.12 0.272
H -0.69 2.80 -2.17 0.373
H -1.64 1.53 -4.05 0.375
H -0.90 -0.84 -4.43 0.402
H 0.69 -1.86 -2.76 0.194


49
Properties=species:S:1:pos:R:3:mulliken_charge:R:1 method="wB97M-V/def2-TZVPD" lumo_ha=0.07574 e_homo_ha=-0.1706 orbital_gap_ev=6.702 charge=-1 max_force_ev_per_a=2.61
Cs 1.39 -1.05 -0.60 1.210
F 3.32 -4.21 -2.11 -0.238
C 4.16 -3.42 -2.81 0.621
F 4.09 -3.79 -4.10 -0.226
F 5.40 -3.64 -2.38 -0.231
S 3.69 -1.66 -2.61 1.322
O 4.62 -0.96 -3.45 -0.674
O 2.30 -1.65 -3.02 -0.815
O 3.84 -1.46 -1.17 -0.830
F 1.21 -1.42 7.06 -0.322
C 0.69 -1.37 5.83 0.666
C 0.09 -0.22 5.36 -0.214
F 0.03 0.86 6.15 -0.317
C -0.45 -0.19 4.09 0.158
F -1.02 0.97 3.71 -0.320
C -0.43 -1.28 3.21 -0.022
S -1.14 -1.21 1.62 -0.154
C 0.20 -2.41 3.73 0.220
F 0.29 -3.53 2.98 -0.333
C 0.74 -2.48 5.00 -0.006
F 1.32 -3.61 5.43 -0.305
N -5.48 2.03 -2.81 -0.523
C -4.88 1.12 -2.44 0.058
C -4.12 -0.02 -1.96 0.698
C -4.71 -0.97 -1.14 -0.381
C -3.93 -2.03 -0.71 -0.342
C -2.61 -2.10 -1.13 -0.480
N -2.05 -1.19 -1.92 -0.282
C -2.79 -0.17 -2.33 -0.507
H -5.74 -0.87 -0.83 0.458
H -4.33 -2.78 -0.04 0.417
H -1.97 -2.90 -0.78 0.438
H -2.31 0.57 -2.96 0.418
C 0.77 4.18 -2.81 -0.745
O 0.37 3.71 -1.53 -0.346
P 0.54 2.10 -1.27 -0.040
O -0.08 2.05 0.22 0.066
C -1.51 2.08 0.35 -0.306
O 2.11 1.97 -0.88 -0.201
C 2.71 2.80 0.13 -0.665
H 0.74 5.26 -2.78 0.242
H 0.09 3.82 -3.59 0.300
H 1.79 3.86 -3.06 0.305
H -1.73 1.89 1.40 0.090
H -1.96 1.29 -0.24 0.031
H -1.89 3.05 0.04 0.313
H 3.78 2.76 -0.04 0.233
H 2.47 2.40 1.12 0.252
H 2.35 3.82 0.05 0.311


35
Properties=species:S:1:pos:R:3:mulliken_charge:R:1 method="wB97M-V/def2-TZVPD" lumo_ha="0.11391 / 0.11377" e_homo_ha="-0.1195 / -0.1607" multiplicity=6 orbital_gap_ev="6.352 / 7.468" relative_energy_kj_mol=24.4 s_squared=8.7621 charge=-1 max_force_ev_per_a=1.09
Mn -0.73 -0.50 -0.39 0.434
O -1.06 -0.42 1.69 -0.938
C -1.54 0.66 2.22 0.594
C -2.48 0.56 3.29 -0.558
C -3.00 1.66 3.92 -0.400
C -2.61 2.96 3.56 -0.619
C -1.70 3.09 2.53 -0.630
C -1.17 1.99 1.85 0.638
C -0.19 2.28 0.80 -0.350
N 0.18 1.40 -0.04 0.286
N 1.19 1.73 -0.96 -0.776
C 1.55 0.63 -1.57 0.797
O 1.09 -0.56 -1.40 -0.997
C 2.68 0.77 -2.55 0.302
C 3.39 -0.37 -2.91 -0.418
C 4.44 -0.29 -3.82 -0.516
C 4.78 0.93 -4.38 -0.337
C 4.07 2.07 -4.03 -0.565
C 3.02 1.99 -3.12 -0.252
H -2.78 -0.45 3.57 0.376
H -3.72 1.52 4.72 0.337
H -3.01 3.82 4.07 0.378
H -1.37 4.08 2.23 0.294
H 0.25 3.29 0.75 0.286
H 3.10 -1.32 -2.47 0.351
H 5.00 -1.18 -4.08 0.366
H 5.59 1.00 -5.09 0.355
H 4.32 3.03 -4.47 0.357
H 2.46 2.87 -2.82 0.418
C -4.07 0.23 -0.98 -1.033
C -2.68 -0.35 -0.93 0.633
O -2.59 -1.60 -0.99 -0.621
H -4.85 -0.53 -1.07 0.299
H -4.12 0.93 -1.82 0.278
H -4.23 0.83 -0.08 0.233


Repeat the first record exactly.
38
Properties=species:S:1:pos:R:3:mulliken_charge:R:1 method="wB97M-V/def2-TZVPD" lumo_ha="-0.06459 / -0.05107" e_homo_ha="-0.3054 / -0.3100" multiplicity=2 orbital_gap_ev="6.554 / 7.045" relative_energy_kj_mol=86.0 s_squared=0.7724 charge=0 max_force_ev_per_a=3.68
Ru -0.34 0.35 0.25 0.979
O 3.79 -0.42 -0.81 -0.671
C 2.64 -0.44 -0.43 0.407
O 1.87 0.55 -0.25 -0.567
C 2.01 -1.81 -0.09 0.252
C 2.72 -3.00 -0.24 -0.449
C 2.12 -4.18 0.16 -0.248
C 0.83 -4.13 0.69 -0.949
C 0.20 -2.91 0.79 -0.256
N 0.78 -1.78 0.41 0.205
H 3.72 -2.96 -0.66 0.482
H 2.64 -5.12 0.09 0.425
H 0.33 -5.02 1.02 0.429
H -0.80 -2.82 1.20 0.578
Br -1.16 0.11 2.52 -0.512
O -0.52 2.68 0.23 -0.846
N 0.40 3.56 0.10 0.555
C 1.25 3.82 1.10 -0.047
C 2.21 4.80 0.98 -0.693
C 2.32 5.53 -0.20 -0.151
C 1.42 5.26 -1.22 -0.675
C 0.47 4.27 -1.05 -0.089
H 1.15 3.21 1.99 0.400
H 2.88 4.99 1.81 0.387
H 3.09 6.27 -0.32 0.395
H 1.45 5.80 -2.14 0.390
H -0.25 4.00 -1.81 0.428
Se -1.68 0.21 -1.79 -0.220
C -2.76 -1.10 -0.88 0.121
C -2.45 -2.46 -0.99 -0.199
C -3.26 -3.37 -0.33 -0.364
N -4.29 -3.01 0.41 -0.596
C -4.59 -1.73 0.51 -0.274
C -3.87 -0.73 -0.13 -0.269
H -1.62 -2.79 -1.60 0.467
H -3.07 -4.43 -0.42 0.389
H -5.45 -1.50 1.13 0.373
H -4.16 0.30 -0.04 0.414